The following is a quantum chemistry calculation of a structure of composition C25H28F5O2Sn in a non-equilibrium geometry, from the OMol25 dataset.

ΔE to the lowest compared entry with this formula, charge and spin = 0.0 kcal/mol
Charge = -1
HOMO level = -3.9 eV
Frontier orbital gap = 6.22 eV

Last column: natural (NBO) charge in e.
CARTESIAN COORDINATES (ANGSTROEM)
1 O 0.925 2.407 -2.715  -0.548
2 C -0.262 2.793 -3.501  -0.078
3 C 0.460 3.721 -4.478  -0.473
4 H -0.988 3.322 -2.861  0.214
5 H -0.725 1.906 -3.969  0.183
6 C 1.619 3.430 -3.505  0.264
7 H 0.104 4.755 -4.527  0.207
8 H 0.614 3.285 -5.472  0.201
9 C 1.973 4.625 -2.655  -0.622
10 H 1.067 5.059 -2.214  0.214
11 H 2.437 5.400 -3.284  0.202
12 H 2.696 4.322 -1.884  0.219
13 C 2.819 2.978 -4.301  -0.616
14 H 2.524 2.215 -5.034  0.210
15 H 3.620 2.625 -3.636  0.215
16 H 3.198 3.855 -4.861  0.206
17 Sn 0.456 -1.217 1.147  1.255
18 C 1.545 -4.044 1.259  -0.357
19 C 0.122 -4.094 1.091  -0.376
20 C -0.170 -3.824 -0.284  -0.378
21 H -0.592 -4.430 1.837  0.214
22 C 1.069 -3.653 -0.969  -0.347
23 C 2.127 -3.771 -0.014  -0.354
24 H 3.199 -3.738 -0.227  0.201
25 H 2.085 -4.304 2.171  0.216
26 H -1.167 -3.834 -0.727  0.205
27 H 1.187 -3.526 -2.051  0.199
28 C 1.944 -1.230 4.369  -0.317
29 C 2.678 -1.414 3.188  -0.286
30 C 2.427 -0.279 2.322  -0.541
31 H 3.390 -2.214 2.976  0.219
32 C 1.507 0.601 3.037  -0.382
33 C 1.214 -0.005 4.275  -0.284
34 H 0.589 0.416 5.069  0.204
35 H 1.975 -1.869 5.256  0.208
36 H 3.019 0.002 1.444  0.235
37 H 1.194 1.589 2.692  0.218
38 O -2.345 2.320 -1.329  -0.555
39 C -1.260 1.539 -0.734  -0.098
40 C -0.922 0.341 -1.648  -0.451
41 H -1.615 1.125 0.237  0.195
42 H -0.423 2.232 -0.613  0.204
43 C -2.314 0.049 -2.217  -0.446
44 H -0.515 -0.520 -1.093  0.225
45 H -0.162 0.608 -2.387  0.223
46 C -3.151 1.360 -2.054  -0.073
47 H -2.784 -0.644 -1.500  0.212
48 H -2.293 -0.341 -3.239  0.211
49 H -4.061 1.146 -1.445  0.168
50 H -3.494 1.797 -3.013  0.168
51 F 0.036 -3.532 3.966  -0.317
52 C -1.075 -2.767 3.788  0.312
53 C -1.093 -1.802 2.786  -0.551
54 C -2.252 -1.049 2.758  0.293
55 F -2.344 0.007 1.874  -0.338
56 C -3.379 -1.286 3.556  0.254
57 F -4.499 -0.560 3.339  -0.309
58 C -3.325 -2.296 4.516  0.247
59 F -4.409 -2.575 5.266  -0.305
60 C -2.146 -3.019 4.650  0.293
61 F -2.052 -3.993 5.572  -0.313